142
Properties=species:S:1:pos:R:3:forces:R:3:mulliken_charge:R:1 method="wB97M-V/def2-TZVPD" homo_lumo_gap_ev=6.882 homo_energy_ev=-10.0 lumo_ev=-3.1112 charge=+1 relative_energy_ev=0.074 fmax_ev_per_a=0.59
Sc 0.039821 0.275752 -0.394991 0.4899 0.0301 -0.3316 -1.406
C -4.259494 1.826086 -2.392303 -0.0095 -0.0042 -0.0259 -1.673
C -2.932299 1.064785 -2.316763 -0.0037 -0.0047 0.0182 2.523
C -2.564622 0.531611 -3.701529 -0.0258 0.0111 -0.0160 -1.799
C -3.007124 -0.020898 -1.277789 -0.0271 0.0068 0.0359 -0.556
C -3.962665 -1.027627 -1.141747 0.0013 -0.0052 -0.0222 -0.917
C -3.586059 -1.724619 -0.009599 -0.0107 -0.0197 0.0495 -0.861
N -2.485660 -1.167732 0.498139 -0.0823 0.1310 0.0171 0.413
N -2.117127 -0.113185 -0.274728 -0.2035 -0.0726 -0.1711 1.165
B -1.903179 -1.423085 1.915454 -0.0271 0.0136 -0.0569 -1.015
N -0.801367 -2.493512 1.907371 -0.0024 -0.0009 -0.0071 2.354
C 0.070435 -2.668959 2.925309 0.0330 -0.0009 -0.0130 -0.585
C 0.579674 -3.939046 2.834714 0.0669 0.0291 -0.0319 -1.352
C -0.062047 -4.494115 1.707472 -0.0325 -0.0240 -0.0061 0.156
N -0.903297 -3.626598 1.167994 -0.0835 0.0217 0.0633 -1.098
C 0.099608 -5.890435 1.176813 0.0067 -0.0295 -0.0085 0.591
C 0.239436 -5.929744 -0.353193 0.0280 0.0099 0.0300 -1.152
C -1.057634 -6.770159 1.658636 -0.0080 -0.0369 -0.0419 -1.682
N -1.284753 -0.115835 2.470668 0.0500 -0.0097 -0.0361 0.098
C -1.485880 0.351981 3.706065 -0.0445 -0.0304 0.0025 -1.279
C -0.606264 1.385495 3.938711 0.0229 0.0336 -0.0104 -0.485
C 0.135429 1.502565 2.758196 -0.0343 0.0061 -0.0221 -0.628
N -0.276581 0.579705 1.871153 -0.0360 -0.0855 0.0213 2.268
C 1.172164 2.563841 2.496169 -0.0202 -0.0067 0.0366 2.134
C 0.601181 3.946139 2.837307 -0.0056 -0.0045 0.0064 -1.973
C 2.446913 2.340401 3.311826 0.0222 -0.0010 0.0013 -1.611
H -4.178756 2.656079 -3.096083 0.0012 -0.0030 0.0068 0.415
H -4.568300 2.221385 -1.424554 0.0247 0.0091 0.0165 0.351
H -5.053609 1.166534 -2.747867 0.0056 0.0011 0.0044 0.377
H -2.152999 1.763171 -2.001158 0.0276 0.0254 0.0050 -0.884
H -3.385120 -0.066787 -4.102280 0.0170 0.0162 0.0171 0.470
H -1.667137 -0.086969 -3.678563 -0.0073 0.0136 0.0105 0.246
H -2.388400 1.363372 -4.385846 -0.0007 0.0013 0.0065 0.433
H -4.817429 -1.217141 -1.768403 0.0089 0.0088 -0.0005 0.581
H -4.045271 -2.561485 0.490314 0.0008 0.0055 -0.0059 0.577
H -2.821042 -1.717090 2.638227 0.0271 -0.0298 0.0040 -0.153
H 0.257602 -1.880833 3.636888 -0.0249 -0.0169 -0.0017 0.816
H 1.306116 -4.409477 3.478129 -0.0105 -0.0044 -0.0061 0.508
H 1.019169 -6.286961 1.616591 0.0213 0.0550 0.0227 0.377
H 0.986402 -6.662777 -0.663686 -0.0404 -0.0481 0.0167 0.430
H -0.704275 -6.205859 -0.826123 -0.0146 0.0561 0.0325 0.382
H 0.532261 -4.952956 -0.740711 0.0511 -0.0317 0.0025 -0.056
H -1.132397 -6.766284 2.746895 0.0110 -0.0034 -0.0057 0.396
H -0.928196 -7.802089 1.326015 0.0030 0.0050 -0.0038 0.415
H -1.999040 -6.394095 1.253388 0.0055 0.0017 0.0062 0.312
H -2.238541 -0.097547 4.332579 0.0147 0.0119 0.0070 0.557
H -0.520685 1.987136 4.827122 -0.0035 -0.0188 0.0015 0.636
H 1.440100 2.533627 1.439278 -0.0070 0.0203 -0.0371 -1.154
H 0.483588 4.047881 3.917793 0.0051 0.0011 -0.0038 0.489
H -0.372440 4.120064 2.383225 0.0019 -0.0039 0.0032 0.393
H 1.284228 4.732101 2.507822 0.0003 -0.0050 -0.0002 0.355
H 2.210426 2.247886 4.374012 -0.0051 0.0014 -0.0100 0.328
H 3.118911 3.192500 3.191106 -0.0059 -0.0095 -0.0043 0.539
H 2.975262 1.446160 2.994279 -0.0010 -0.0326 -0.0050 0.198
C 3.676909 3.955010 -5.134951 0.0034 0.0078 -0.0032 -1.698
C 2.917987 3.715944 -3.825520 0.0051 -0.0079 0.0468 1.486
C 1.440216 3.948359 -4.115306 -0.0074 0.0201 -0.0011 -2.158
C 3.396398 4.675459 -2.736396 -0.0110 0.0106 0.0051 -1.428
N 3.240118 2.327739 -3.361105 0.0153 0.0189 -0.0465 0.719
C 4.572628 1.947679 -3.273296 -0.0177 -0.0008 -0.0110 -0.593
C 4.600912 0.646208 -2.954746 -0.0174 -0.0168 -0.0041 -1.250
N 3.297842 0.210187 -2.833944 -0.0288 -0.0115 0.0250 0.206
B 3.025295 -1.305049 -2.687951 -0.0044 -0.0368 -0.0262 0.321
N 1.799622 -1.787457 -3.493020 0.0348 0.0911 -0.0110 0.425
C 1.959711 -2.042492 -4.840667 0.0011 -0.0191 0.0109 -1.504
C 0.838678 -2.629663 -5.287641 -0.0463 0.0521 0.0091 -0.672
N -0.036915 -2.730425 -4.217008 0.0348 -0.0889 -0.0065 0.859
C 0.570437 -2.183166 -3.124841 -0.0068 -0.0466 0.0380 -0.579
S -0.108826 -2.100209 -1.543133 0.0485 0.0756 0.1400 0.536
C -1.264007 -3.603274 -4.252005 0.0040 0.0301 -0.0319 1.586
C -1.045924 -4.777358 -3.302392 -0.0557 0.0423 0.0379 -1.467
C -2.511930 -2.813351 -3.879533 0.0061 -0.0298 -0.0330 -1.171
C -1.452097 -4.135058 -5.670914 -0.0133 -0.0444 -0.0001 -2.418
N 3.067242 -1.833557 -1.224480 0.0774 -0.0159 -0.0183 0.431
C 3.467652 -3.136900 -1.014307 -0.0104 0.0070 0.0058 -1.570
C 3.809066 -3.265588 0.279713 0.0022 0.0050 -0.0037 -0.563
N 3.622441 -2.033734 0.882296 0.0247 0.0111 0.0701 0.900
C 3.120882 -1.184480 -0.051681 -0.0190 0.0356 -0.0521 -0.167
S 2.564514 0.436603 0.217484 0.0790 -0.1287 0.0191 0.058
C 4.181771 -1.671855 2.230946 -0.0181 -0.0241 -0.0598 1.544
C 3.066750 -1.282001 3.194279 -0.0002 0.0178 0.0007 -1.115
C 5.209093 -0.555001 2.039780 0.0072 0.0018 0.0057 -1.780
C 4.899191 -2.889690 2.806774 0.0080 -0.0022 0.0321 -2.238
C 2.469033 1.251105 -3.042853 0.0824 0.0109 0.0148 -0.341
S 0.758752 1.187562 -2.888605 -0.1554 -0.1422 0.0907 -0.112
H 3.434010 4.949178 -5.509859 -0.0005 -0.0035 0.0071 0.470
H 3.377175 3.223334 -5.886003 0.0044 0.0021 0.0006 0.366
H 4.757408 3.905505 -5.014093 -0.0012 0.0068 -0.0019 0.407
H 1.352859 4.964747 -4.503571 -0.0113 -0.0065 -0.0069 0.629
H 0.812502 3.851888 -3.235495 0.0080 0.0241 0.0234 0.336
H 1.060573 3.259931 -4.868408 0.0056 -0.0058 0.0050 0.403
H 3.161273 5.702996 -3.016365 0.0031 -0.0049 -0.0015 0.466
H 4.473140 4.607690 -2.581093 0.0039 -0.0118 -0.0066 0.420
H 2.905013 4.448566 -1.788808 0.0029 0.0023 -0.0020 0.154
H 5.379395 2.629750 -3.460141 -0.0018 -0.0066 0.0021 0.562
H 5.432239 -0.022421 -2.822216 -0.0082 0.0038 0.0009 0.703
H 3.972717 -1.828642 -3.220657 -0.0173 -0.0036 -0.0018 -0.209
H 2.871778 -1.796512 -5.354198 -0.0096 -0.0079 0.0014 0.714
H 0.595646 -2.982348 -6.269876 0.0158 0.0045 0.0088 0.629
H -1.047073 -4.448252 -2.266033 -0.0007 -0.0191 -0.0410 0.042
H -0.100234 -5.279023 -3.517543 -0.0009 0.0006 0.0069 0.435
H -1.854364 -5.498204 -3.432720 -0.0004 0.0007 -0.0119 0.571
H -2.398169 -2.282906 -2.939476 0.0111 -0.0156 0.0147 -0.250
H -3.341670 -3.514953 -3.777086 -0.0057 0.0098 -0.0012 0.583
H -2.762404 -2.104433 -4.668990 0.0250 -0.0090 0.0186 0.480
H -0.658701 -4.821734 -5.968638 0.0159 0.0251 0.0028 0.533
H -1.533548 -3.330041 -6.402530 -0.0173 -0.0081 0.0034 0.515
H -2.390163 -4.688513 -5.689528 0.0080 -0.0109 0.0010 0.417
H 3.490771 -3.855587 -1.814304 0.0009 0.0126 0.0054 0.788
H 4.170954 -4.122217 0.813420 -0.0023 0.0115 -0.0218 0.604
H 2.346966 -0.605399 2.739526 0.0117 0.0186 -0.0017 -0.185
H 3.505024 -0.798662 4.069226 -0.0090 -0.0008 -0.0075 0.556
H 2.538993 -2.173909 3.519816 -0.0205 -0.0086 0.0149 0.288
H 4.754983 0.363032 1.674406 -0.0082 0.0015 0.0012 0.327
H 5.983728 -0.868628 1.337008 -0.0103 0.0000 -0.0018 0.360
H 5.684672 -0.344431 2.998424 -0.0024 -0.0052 -0.0052 0.505
H 4.218552 -3.730946 2.945177 0.0134 0.0076 0.0053 0.483
H 5.280466 -2.612004 3.788940 0.0000 -0.0070 0.0021 0.437
H 5.746598 -3.200677 2.194667 -0.0047 0.0055 -0.0007 0.480
C -3.628182 7.915573 0.944723 0.0004 -0.0013 -0.0077 -1.488
C -2.744988 6.754887 0.597493 -0.0130 0.0098 0.0045 0.605
C -3.135323 5.449709 0.870159 -0.0026 0.0062 0.0169 -1.214
C -2.338435 4.359594 0.558224 -0.0074 0.0251 0.0247 1.211
C -2.815919 2.997083 0.966319 -0.0334 0.0152 -0.0382 -0.662
C -1.094812 4.601274 -0.078701 0.0106 0.0079 -0.0756 0.101
C -0.218095 3.527714 -0.464450 -0.1150 -0.0532 -0.0441 -0.441
O -0.488100 2.326777 -0.364903 -0.0604 0.2052 0.2912 1.326
C -0.667774 5.930146 -0.332222 -0.0293 0.0061 -0.0123 0.876
C 0.669584 6.254029 -0.945325 0.0054 -0.0137 -0.0144 -1.187
C -1.502163 6.975403 0.005923 0.0096 0.0018 0.0019 -1.100
H -4.546625 7.590764 1.428930 0.0016 -0.0032 0.0007 0.379
H -3.892268 8.474422 0.045364 0.0002 -0.0006 0.0023 0.349
H -3.109778 8.604967 1.612754 0.0001 -0.0007 -0.0017 0.362
H -4.087309 5.276176 1.357445 0.0039 -0.0016 -0.0022 0.367
H -3.766614 3.082120 1.490172 0.0050 -0.0007 0.0062 0.678
H -2.099335 2.498065 1.620070 0.0236 0.0172 0.0277 -0.447
H -2.945808 2.339873 0.111637 -0.0004 -0.0220 -0.0145 -0.435
H 0.757900 3.788351 -0.890987 0.0180 0.0223 0.0288 0.265
H 1.495973 5.868829 -0.345292 -0.0020 -0.0041 0.0066 0.277
H 0.791572 7.333089 -1.013941 -0.0006 -0.0034 0.0000 0.463
H 0.769141 5.846135 -1.951121 -0.0049 -0.0152 -0.0156 0.071
H -1.182302 7.992651 -0.187955 0.0005 -0.0047 -0.0008 0.416